[1]
22
Properties=species:S:1:pos:R:3 method="wB97M-V/def2-TZVPD" total_energy_ev=-11552.871 homo_lumo_gap_ev=10.2 smiles="CC/C=C/CO.O.O" e_above_lowest_ev=1.253
C 1.902 1.727 0.972
C 1.661 0.518 0.052
C 0.320 -0.176 0.059
C -0.395 -0.199 1.185
C -1.754 -0.813 1.369
O -1.788 -2.231 1.210
H 1.035 1.977 1.585
H 2.136 2.594 0.361
H 2.681 1.556 1.714
H 2.481 -0.203 -0.011
H 1.776 0.950 -0.952
H 0.165 -0.889 -0.728
H -0.005 0.245 2.091
H -2.561 -0.302 0.831
H -2.072 -0.660 2.390
H -1.289 -2.447 0.417
O -0.444 1.447 -2.155
H -0.674 2.120 -2.799
H -0.363 1.856 -1.282
O -1.063 -2.380 -2.471
H -0.815 -1.582 -1.984
H -0.934 -3.107 -1.852

[2]
20
Properties=species:S:1:pos:R:3 method="wB97M-V/def2-TZVPD" spin_multiplicity=2 total_energy_ev=-8371.116 homo_lumo_gap_ev="3.8 / 6.9" e_above_lowest_ev=3.166
C -0.099 -1.901 -0.561
C 0.241 -1.243 0.729
C 0.079 0.256 0.704
C 0.802 1.005 -0.214
N 0.667 2.380 -0.422
C -0.901 0.907 1.721
N -0.151 -0.905 -1.678
H -1.084 -2.406 -0.526
H 0.582 -2.720 -0.842
H 1.320 -1.326 1.035
H -0.409 -1.577 1.533
H 1.789 0.584 -0.511
H 0.927 2.814 -1.279
H 0.293 2.968 0.289
H -1.884 0.438 1.622
H -0.917 1.952 1.492
H -0.533 0.617 2.712
H -1.097 -0.522 -1.735
H -0.094 -1.315 -2.610
H 0.469 -0.005 -1.460

[3]
13
Properties=species:S:1:pos:R:3 method="wB97M-V/def2-TZVPD" total_energy_ev=-7794.536 homo_lumo_gap_ev=9.3 e_above_lowest_ev=5.108
C 0.370 1.257 0.981
C -0.151 0.270 -0.023
C 0.617 -0.852 -0.706
C -0.659 -1.650 -0.317
O -0.994 -2.793 -0.497
N -1.271 -0.583 0.329
H -0.450 1.855 1.388
H 0.787 0.662 1.800
H 1.147 1.907 0.570
H -0.460 1.125 -1.037
H 0.840 -0.748 -1.771
H 1.527 -1.116 -0.160
H -1.169 0.603 -0.718

[4]
9
Properties=species:S:1:pos:R:3 method="wB97M-V/def2-TZVPD" total_energy_ev=-23906.193 homo_lumo_gap_ev=9.6 smiles="O=S(=O)=C[SiH3]" e_above_lowest_ev=2.160
O 1.624 -0.112 -2.433
S 0.572 -0.170 -1.476
O -0.576 -0.967 -1.960
C 0.691 0.250 0.118
Si -0.795 0.024 1.175
H 1.831 0.875 0.168
H -1.970 0.643 0.635
H -0.209 0.850 2.256
H -1.169 -1.391 1.517